Molecular formula: C9H14O
Method: DFT, ωB97M-V/def2-TZVPD

Geometry as ORCA input:
```
! RIJCOSX wB97M-V def2-TZVPD def2/J DEFGRID3
* xyz 0 1
C 0.08840 -2.30740 3.69017
C 0.20161 -1.99276 2.21404
C 0.85341 -0.83747 1.81038
C 0.61362 -0.32695 0.52463
C -0.27976 -0.92259 -0.34218
O -0.67187 -0.17966 -1.44128
C -0.97655 -2.05544 0.07430
C -0.74719 -2.54337 1.33521
H 0.01098 -3.34106 4.01146
H -0.77413 -1.79659 4.12367
H 0.90784 -1.75091 4.15723
H 1.56099 -0.24835 2.37993
H 0.85566 0.71349 0.33694
H -0.76210 -0.78030 -2.18595
H -1.71237 -2.54304 -0.55408
H -1.27032 -3.40356 1.72719
C 0.59640 3.58320 -3.15962
C -0.03916 2.48486 -2.30114
H -0.07346 4.44829 -3.20216
H 1.50946 3.94791 -2.69097
H 0.75264 3.27991 -4.19109
H -0.80408 1.94730 -2.86118
H 0.71770 1.75854 -2.03291
H -0.55774 2.86594 -1.42261
*
```

As for the calculated total energy: -11606.8155 eV. The energy above the lowest of the compared OMol25 structures with the same formula, charge and spin comes out at 79.2 kJ/mol. The value obtained for the largest force on an atom is 1.501 eV Å⁻¹. Its HOMO energy is -8.6 eV. The value obtained for the LUMO energy is 0.032 Ha. The SMILES is Cc1ccc(O)cc1.CC. The value obtained for the HOMO-LUMO gap is 9.45 eV.